#i
Here is a molecular structure, C2H4N3P from the OMol25 dataset. Energies are from the ωB97M-V functional and the def2-TZVPD basis.

The calculation puts the LUMO energy (spin up / spin down) at -1.36 / -1.83 eV. The calculation puts the HOMO-LUMO gap (spin up / spin down) at 7.3 / 8.3 eV. As for the charge: 0. For the highest occupied orbital energy (spin up / spin down), the calculation gives -8.67 / -10.09 eV.

Atoms and positions in Å:
C  -0.700  0.102  1.753
C  -1.177  1.283  1.076
N  -0.719  -0.987  1.034
N  -1.439  1.029  -0.158
N  0.718  -0.928  -1.863
P  -1.441  -0.640  -0.423
H  -0.380  0.056  2.750
H  -1.449  2.304  1.478
H  0.556  -1.719  -2.483
H  0.859  -0.205  -2.535

List of Mulliken charges in e, atom by atom:
1 C -0.11
2 C 0.05
3 N -0.44
4 N -0.43
5 N -0.52
6 P 0.24
7 H 0.42
8 H 0.33
9 H 0.24
10 H 0.23

***

#ii
Here is 2 unconnected molecules or ions with the total composition C2H4N3P from the OMol25 dataset. Energies are from the ωB97M-V functional and the def2-TZVPD basis.

The calculation puts the LUMO energy (spin up / spin down) at -1.62 / -1.64 eV. The calculation puts the HOMO-LUMO gap (spin up / spin down) at 7.0 / 7.0 eV. As for the charge: 0. For the highest occupied orbital energy (spin up / spin down), the calculation gives -8.66 / -8.66 eV.

Atoms and positions in Å:
C  1.039  1.461  0.045
C  -0.121  0.750  -0.032
N  2.133  0.663  0.076
N  0.204  -0.564  -0.060
N  -1.397  -1.916  0.083
P  1.810  -0.912  0.037
H  1.158  2.528  0.076
H  -1.139  1.091  -0.085
H  -1.742  -1.762  -0.861
H  -1.944  -1.339  0.719

List of Mulliken charges in e, atom by atom:
1 C -0.43
2 C 0.02
3 N -0.44
4 N -0.02
5 N -0.36
6 P -0.07
7 H 0.38
8 H 0.38
9 H 0.28
10 H 0.26

***

What should be chosen as the least stable of them? Choose #ii.

***

#i
Here is a gas-phase ion, C8H15N4O2 (charge +1) from the OMol25 dataset. Energies are from the ωB97M-V functional and the def2-TZVPD basis.

The calculation puts the LUMO energy (spin up / spin down) at -5.11 / -5.11 eV. The calculation puts the HOMO-LUMO gap (spin up / spin down) at 6.4 / 6.4 eV. As for the charge: +1. For the highest occupied orbital energy (spin up / spin down), the calculation gives -11.49 / -11.49 eV.

Atoms and positions in Å:
C  1.338  1.192  1.061
C  0.478  2.286  0.381
C  -1.035  1.997  0.315
C  -0.640  -2.241  -1.764
C  -1.262  -2.444  -0.369
C  -0.031  -0.872  -1.665
C  -1.658  -1.018  0.151
C  -1.201  1.167  -0.892
N  -0.944  -0.133  -0.817
N  1.995  0.150  0.562
N  2.236  -0.136  -0.764
N  1.498  1.546  2.355
O  2.391  -0.898  1.524
O  1.204  -1.053  -1.093
H  0.686  3.059  1.043
H  0.912  2.527  -0.538
H  -1.441  1.587  1.257
H  -1.582  3.010  0.271
H  0.329  -2.926  -1.850
H  -1.330  -2.173  -2.546
H  -2.101  -3.156  -0.437
H  -0.587  -2.854  0.417
H  2.568  -1.720  1.030
H  0.039  -0.250  -2.653
H  -2.759  -0.889  0.130
H  -1.416  -0.871  1.165
H  -0.961  1.662  -1.874
H  1.060  2.370  2.696
H  2.219  1.080  2.902

List of Mulliken charges in e, atom by atom:
1 C 0.79
2 C -1.29
3 C -0.43
4 C -0.89
5 C -0.54
6 C 0.09
7 C -0.62
8 C -0.30
9 N 0.28
10 N 0.60
11 N -0.98
12 N -0.42
13 O -0.51
14 O -0.18
15 H 0.53
16 H 0.50
17 H 0.33
18 H 0.37
19 H 0.33
20 H 0.42
21 H 0.38
22 H 0.25
23 H 0.36
24 H 0.37
25 H 0.39
26 H 0.36
27 H 0.39
28 H 0.18
29 H 0.25

***

#ii
Here is a gas-phase ion, C8H15N4O2 (charge +1) from the OMol25 dataset. Energies are from the ωB97M-V functional and the def2-TZVPD basis.

As for the structure (SMILES): CC1=N[N@@+](C(N)=O)(C(C)C)C(=O)N1C. The calculation puts the LUMO energy at -3.55 eV. The calculation puts the HOMO-LUMO gap at 10.3 eV. As for the charge: +1. For the highest occupied orbital energy, the calculation gives -13.89 eV.

Atoms and positions in Å:
C  -2.406  0.182  -1.991
C  -1.418  -0.124  -0.956
N  -0.126  -0.015  -1.210
N  0.559  -0.392  -0.139
C  1.368  -1.824  -0.674
N  1.808  -2.428  0.391
O  1.475  -1.787  -1.838
C  1.621  0.456  0.418
C  0.949  1.550  1.240
C  2.620  0.955  -0.709
C  -0.406  -0.883  0.849
O  -0.121  -1.393  1.924
N  -1.555  -0.676  0.262
C  -2.740  -1.193  0.942
H  -1.980  0.093  -3.093
H  -2.834  1.216  -1.790
H  -3.269  -0.592  -1.925
H  1.483  -2.211  1.266
H  2.288  -3.244  0.314
H  2.298  -0.138  1.027
H  0.761  2.387  0.562
H  0.262  1.158  2.052
H  1.737  2.050  1.858
H  2.203  1.838  -1.295
H  2.847  0.131  -1.434
H  3.572  1.253  -0.181
H  -3.306  -1.995  0.347
H  -2.366  -1.721  1.910
H  -3.478  -0.439  1.269

List of Mulliken charges in e, atom by atom:
1 C -1.05
2 C 0.59
3 N -1.26
4 N 1.20
5 C 0.43
6 N -0.17
7 O -0.38
8 C 0.64
9 C -1.41
10 C -1.16
11 C 0.57
12 O -0.68
13 N -0.01
14 C -0.95
15 H 0.32
16 H 0.27
17 H 0.33
18 H 0.14
19 H 0.24
20 H 0.14
21 H 0.38
22 H 0.33
23 H 0.46
24 H 0.31
25 H 0.30
26 H 0.37
27 H 0.36
28 H 0.34
29 H 0.34

***

What should be chosen as the least stable of them? Choose #i.

***

#i
Here is 6 unconnected molecules or ions with the total composition C24H64N4O10 from the OMol25 dataset. Energies are from the ωB97M-V functional and the def2-TZVPD basis.

As for the structure (SMILES): COCCNCCOC.COCCNCCOC.COCCNCCOC.COCCNCCOC.O.O. The calculation puts the LUMO energy at 0.17 eV. The calculation puts the HOMO-LUMO gap at 9.2 eV. As for the charge: 0. For the highest occupied orbital energy, the calculation gives -9.04 eV.

Atoms and positions in Å:
C  -1.926  2.556  -0.584
O  -1.221  3.185  0.460
C  -1.914  4.218  1.118
C  -1.364  4.378  2.508
N  -1.476  3.167  3.404
C  -0.221  2.372  3.270
C  -0.309  1.089  4.096
O  -1.177  0.150  3.490
C  -0.751  -0.480  2.271
H  -2.098  3.158  -1.481
H  -2.929  2.300  -0.216
H  -1.398  1.632  -0.804
H  -2.947  3.856  1.307
H  -2.081  5.122  0.524
H  -1.888  5.126  3.116
H  -0.347  4.787  2.514
H  -2.024  2.570  2.768
H  0.662  2.951  3.555
H  0.026  2.053  2.253
H  -0.589  1.230  5.138
H  0.687  0.622  4.158
H  0.302  -0.730  2.396
H  -0.905  0.308  1.526
H  -1.457  -1.289  2.115
C  -2.497  -0.856  -1.643
O  -2.575  -1.780  -2.693
C  -1.574  -1.584  -3.672
C  -1.988  -2.156  -5.022
N  -3.176  -1.501  -5.633
C  -2.918  -0.358  -6.498
C  -2.746  0.987  -5.792
O  -3.996  1.334  -5.205
C  -3.930  2.427  -4.312
H  -1.520  -0.847  -1.144
H  -3.308  -1.035  -0.944
H  -2.606  0.175  -2.006
H  -0.680  -2.104  -3.279
H  -1.231  -0.541  -3.717
H  -2.179  -3.225  -4.944
H  -1.097  -2.070  -5.655
H  -3.550  -1.095  -4.771
H  -3.781  -0.213  -7.151
H  -1.995  -0.556  -7.051
H  -2.543  1.744  -6.559
H  -1.990  0.984  -5.002
H  -3.601  3.325  -4.853
H  -3.201  2.279  -3.512
H  -4.967  2.580  -4.028
C  2.031  0.127  0.011
O  3.166  0.954  0.195
C  3.226  2.042  -0.695
C  2.268  3.165  -0.294
N  2.235  4.206  -1.297
C  1.088  5.076  -1.304
C  1.197  6.036  -2.476
O  0.194  7.018  -2.411
C  0.186  7.890  -3.542
H  1.971  -0.474  0.920
H  2.260  -0.588  -0.789
H  1.079  0.632  -0.151
H  3.104  1.777  -1.758
H  4.270  2.369  -0.659
H  2.558  3.496  0.705
H  1.257  2.732  -0.223
H  2.336  3.796  -2.218
H  0.859  5.628  -0.383
H  0.112  4.554  -1.330
H  1.124  5.397  -3.372
H  2.165  6.544  -2.563
H  0.159  7.310  -4.472
H  1.098  8.492  -3.505
H  -0.770  8.399  -3.451
C  6.587  -7.474  4.039
O  5.261  -7.686  3.607
C  4.939  -6.815  2.516
C  3.795  -7.400  1.732
N  2.515  -7.441  2.440
C  1.934  -6.098  2.587
C  0.434  -6.187  2.775
O  -0.214  -4.939  2.686
C  -0.323  -4.360  1.411
H  6.731  -7.982  4.989
H  6.770  -6.401  4.143
H  7.336  -7.867  3.342
H  5.835  -6.793  1.887
H  4.684  -5.827  2.918
H  4.183  -8.388  1.461
H  3.684  -6.855  0.794
H  2.702  -7.784  3.377
H  2.205  -5.520  1.702
H  2.340  -5.597  3.476
H  0.173  -6.578  3.757
H  0.044  -6.881  2.018
H  -1.050  -3.555  1.383
H  -0.580  -5.103  0.644
H  0.683  -4.006  1.147
O  -3.600  3.326  5.576
H  -2.867  3.468  4.951
H  -4.016  4.189  5.677
O  -3.138  -1.347  4.902
H  -2.583  -0.750  4.366
H  -2.642  -2.171  4.944

Mulliken atomic charge list, values in e, 99 entries:
1 C -1.17
2 O 0.21
3 C -0.63
4 C -0.91
5 N -0.41
6 C -0.12
7 C -0.92
8 O -0.40
9 C -0.14
10 H 0.43
11 H 0.59
12 H 0.00
13 H 0.43
14 H 0.38
15 H 0.35
16 H 0.36
17 H 0.36
18 H 0.50
19 H -0.10
20 H 0.36
21 H 0.42
22 H 0.34
23 H 0.00
24 H -0.02
25 C -0.26
26 O -0.45
27 C -0.39
28 C -0.87
29 N -0.33
30 C -0.68
31 C -0.37
32 O -0.36
33 C -0.38
34 H 0.26
35 H 0.41
36 H -0.09
37 H 0.51
38 H 0.21
39 H 0.34
40 H 0.34
41 H 0.27
42 H 0.33
43 H 0.36
44 H 0.45
45 H 0.21
46 H 0.34
47 H -0.07
48 H 0.28
49 C -0.38
50 O -0.38
51 C -0.72
52 C 0.53
53 N -0.31
54 C 0.22
55 C -0.59
56 O -0.29
57 C -0.74
58 H 0.15
59 H 0.40
60 H 0.02
61 H 0.37
62 H 0.34
63 H 0.13
64 H -0.47
65 H 0.26
66 H 0.25
67 H -0.42
68 H 0.30
69 H 0.40
70 H 0.32
71 H 0.29
72 H 0.23
73 C -0.76
74 O -0.33
75 C -0.30
76 C -0.89
77 N -0.35
78 C -0.32
79 C -0.62
80 O -0.32
81 C -0.46
82 H 0.25
83 H 0.32
84 H 0.29
85 H 0.43
86 H 0.29
87 H 0.33
88 H 0.38
89 H 0.30
90 H 0.34
91 H 0.20
92 H 0.23
93 H 0.39
94 H 0.03
95 H 0.36
96 H 0.22
97 O -0.68
98 H 0.43
99 H 0.31

***

#ii
Here is 6 unconnected molecules or ions with the total composition C24H64N4O10 from the OMol25 dataset. Energies are from the ωB97M-V functional and the def2-TZVPD basis.

As for the structure (SMILES): COCCNCCOC.COCCNCCOC.COCCNCCOC.COCCNCCOC.O.O. The calculation puts the LUMO energy at 0.45 eV. The calculation puts the HOMO-LUMO gap at 8.7 eV. As for the charge: 0. For the highest occupied orbital energy, the calculation gives -8.26 eV.

Atoms and positions in Å:
C  0.001  14.039  -7.786
O  -1.260  14.280  -7.169
C  -2.327  14.296  -8.133
C  -3.627  14.467  -7.281
N  -4.183  15.906  -7.159
C  -5.325  16.091  -6.283
C  -4.896  16.004  -4.808
O  -5.912  16.659  -3.930
C  -5.494  16.962  -2.639
H  0.743  13.987  -6.989
H  0.244  14.917  -8.384
H  0.188  13.148  -8.385
H  -2.372  13.402  -8.754
H  -2.242  15.142  -8.816
H  -3.423  13.976  -6.330
H  -4.503  13.927  -7.639
H  -3.425  16.492  -6.842
H  -6.154  15.437  -6.552
H  -5.842  17.048  -6.353
H  -3.959  16.522  -4.603
H  -4.783  14.931  -4.654
H  -6.343  17.120  -1.974
H  -4.742  17.746  -2.548
H  -5.108  16.003  -2.292
C  -9.023  5.805  -15.566
O  -7.949  5.853  -14.637
C  -6.832  6.648  -15.108
C  -5.979  6.257  -16.243
N  -5.376  4.940  -16.060
C  -4.446  4.504  -17.108
C  -3.741  3.127  -16.818
O  -4.390  1.982  -17.423
C  -5.728  1.718  -17.035
H  -9.083  4.875  -16.132
H  -9.034  6.486  -16.417
H  -10.041  5.648  -15.210
H  -6.168  6.660  -14.244
H  -6.926  7.734  -15.096
H  -5.200  6.966  -16.523
H  -6.782  6.170  -16.975
H  -5.772  4.422  -15.288
H  -3.652  5.250  -17.128
H  -4.938  4.589  -18.077
H  -3.778  3.042  -15.732
H  -2.656  3.114  -16.923
H  -6.441  2.334  -17.583
H  -5.787  1.868  -15.957
H  -6.064  0.685  -17.127
C  -1.796  6.534  -7.706
O  -1.598  6.059  -6.365
C  -0.273  6.363  -5.927
C  -0.218  7.804  -5.272
N  -0.993  7.843  -4.059
C  -1.066  9.085  -3.265
C  -2.229  8.908  -2.339
O  -3.426  8.456  -3.012
C  -4.690  8.707  -2.480
H  -2.851  6.779  -7.819
H  -1.569  5.733  -8.410
H  -1.326  7.501  -7.882
H  0.394  6.366  -6.790
H  -0.087  5.658  -5.117
H  -0.541  8.667  -5.855
H  0.773  8.105  -4.932
H  -1.951  7.610  -4.276
H  -1.149  10.008  -3.840
H  -0.198  9.113  -2.606
H  -2.265  9.903  -1.894
H  -2.052  8.278  -1.467
H  -4.657  9.594  -1.847
H  -4.920  7.813  -1.901
H  -5.392  8.976  -3.270
C  -0.457  0.702  3.753
O  -0.801  1.732  2.811
C  -1.275  1.218  1.590
C  -1.530  2.356  0.624
N  -2.927  3.020  0.603
C  -4.072  2.265  0.206
C  -4.082  1.610  -1.248
O  -5.267  0.884  -1.435
C  -6.427  1.765  -1.363
H  0.166  -0.102  3.361
H  -1.435  0.403  4.130
H  0.102  1.134  4.583
H  -2.205  0.649  1.593
H  -0.488  0.661  1.081
H  -1.245  1.980  -0.358
H  -0.749  3.057  0.921
H  -2.793  3.618  -0.200
H  -4.843  3.035  0.229
H  -4.302  1.568  1.012
H  -3.164  1.024  -1.249
H  -4.027  2.314  -2.078
H  -7.261  1.230  -1.818
H  -6.309  2.692  -1.925
H  -6.645  1.828  -0.297
O  -4.225  6.145  4.659
H  -4.656  5.389  5.057
H  -3.962  5.841  3.790
O  -0.662  10.163  5.203
H  0.235  9.878  5.376
H  -1.190  9.372  5.311

Mulliken atomic charge list, values in e, 99 entries:
1 C -0.78
2 O -0.28
3 C -0.62
4 C -0.48
5 N -0.36
6 C -0.81
7 C -0.28
8 O -0.35
9 C -0.75
10 H 0.26
11 H 0.32
12 H 0.31
13 H 0.38
14 H 0.36
15 H 0.28
16 H 0.40
17 H 0.29
18 H 0.30
19 H 0.36
20 H 0.34
21 H 0.25
22 H 0.27
23 H 0.28
24 H 0.31
25 C -0.81
26 O -0.38
27 C -1.00
28 C -0.27
29 N -0.15
30 C -0.59
31 C -0.75
32 O -0.42
33 C -0.60
34 H 0.29
35 H 0.33
36 H 0.35
37 H 0.43
38 H 0.41
39 H 0.40
40 H 0.19
41 H 0.26
42 H 0.42
43 H 0.38
44 H 0.40
45 H 0.38
46 H 0.21
47 H 0.26
48 H 0.28
49 C -0.74
50 O -0.35
51 C -0.58
52 C -0.60
53 N -0.35
54 C -0.58
55 C -0.57
56 O -0.33
57 C -0.73
58 H 0.26
59 H 0.26
60 H 0.33
61 H 0.41
62 H 0.33
63 H 0.34
64 H 0.40
65 H 0.34
66 H 0.34
67 H 0.29
68 H 0.41
69 H 0.33
70 H 0.31
71 H 0.25
72 H 0.24
73 C -0.72
74 O -0.32
75 C -0.33
76 C -0.73
77 N -0.33
78 C -0.82
79 C -0.41
80 O -0.40
81 C -0.69
82 H 0.29
83 H 0.29
84 H 0.25
85 H 0.33
86 H 0.30
87 H 0.38
88 H 0.36
89 H 0.24
90 H 0.44
91 H 0.35
92 H 0.33
93 H 0.35
94 H 0.24
95 H 0.31
96 H 0.28
97 O -0.64
98 H 0.31
99 H 0.33

***

What should be chosen as the least stable of them? Choose #ii.